Entry 1:
Computed, not measured: 7 unconnected molecules or ions with the total composition C62H91N2O10, with ωB97M-V/def2-TZVPD.

## Properties
Orbital gap: 5.47 eV
Charge: -1
Calculated total energy: -3277.61990 a.u.

XYZ file:
```
165
C62H91N2O10 (ωB97M-V/def2-TZVPD)
C 3.0491 -4.7480 1.1236
C 3.1705 -3.3276 1.0433
C 3.5846 -1.7074 1.0741
C 4.2667 -1.1897 -0.3302
C 5.7400 -1.8535 -0.7587
C 6.4512 -3.0221 0.1967
C 6.5310 -1.4145 -2.1377
C 7.9669 -2.0541 -2.6542
C 7.5529 -3.4048 -3.5431
C 7.6276 -4.9449 -2.9319
N 7.0854 -3.3044 -4.8535
C 5.8554 -0.2568 -3.0822
C 4.3972 0.3873 -2.6492
C 3.5521 -0.0676 -1.2883
C 2.0622 0.6283 -0.9846
O 1.0848 0.0018 -0.3206
C 1.8837 2.1593 -1.6340
C 0.8625 3.2456 -0.9527
C -0.0321 3.0164 0.4018
C -1.6343 3.1337 0.0182
C -2.2211 1.8637 -0.8392
C -3.2776 0.9193 0.0470
C -2.5168 -0.4425 0.5677
C -3.4500 -1.4435 1.4743
C -4.6159 -2.2429 0.6225
C -4.0068 -3.6179 -0.1020
C -4.9330 -4.1378 -1.3567
C -4.0668 -4.6233 -2.6782
C -3.7542 -3.3793 -3.7361
C -2.8635 -2.1656 -3.0857
N -1.3942 -2.5549 -2.9909
C -0.7012 -3.6666 -2.2283
C 0.9493 -3.6545 -2.4895
C 1.2472 -2.4117 -3.5266
C -0.2696 -1.8271 -3.7415
C 0.7130 4.7229 -1.6978
C 1.5243 5.1619 -3.0556
C 1.2176 6.6519 -3.6762
O 1.1473 7.6930 -2.8406
O 0.9894 6.7881 -5.1510
C 2.5854 4.0940 -3.7087
C 2.7283 2.6173 -2.9751
C 3.8016 1.5574 -3.6787
O 4.1921 1.6509 -4.9522
H 3.1314 -5.8605 1.5486
H 4.4307 -1.5883 1.9080
H 2.6804 -1.0624 1.4486
H 5.7241 -3.9652 0.1183
H 7.4836 -3.4016 -0.2598
H 6.5961 -2.6490 1.3040
H 8.6812 -2.3773 -1.7717
H 8.5234 -1.2847 -3.3780
H 7.7070 -5.7746 -3.7830
H 8.5268 -5.0045 -2.1799
H 6.6230 -5.1291 -2.3192
H 7.0911 -2.2711 -5.0400
H 6.4242 0.0760 -4.0634
H 0.1928 3.9524 1.1080
H 0.2469 2.0705 1.0316
H -2.3272 3.2417 0.9843
H -1.8494 4.1196 -0.6155
H -2.8576 2.2272 -1.7755
H -1.3438 1.1658 -1.2137
H -3.7963 1.5394 0.9025
H -4.1582 0.5627 -0.6755
H -1.6299 -0.0783 1.2769
H -2.1072 -1.0034 -0.3778
H -2.7474 -2.2910 1.9314
H -3.9622 -0.9038 2.3777
H -5.1390 -1.5777 -0.1871
H -5.3978 -2.6408 1.4184
H -2.9438 -3.3058 -0.5101
H -3.8275 -4.4252 0.7283
H -5.6200 -3.2430 -1.7048
H -5.5710 -5.0709 -1.0226
H -4.7499 -5.3973 -3.2727
H -3.0898 -5.2186 -2.3835
H -4.8006 -2.9879 -4.1548
H -3.1933 -3.8444 -4.6730
H -2.9381 -1.2406 -3.8326
H -3.2902 -1.7554 -2.0539
H -1.2337 -4.4388 -1.5255
H 1.7250 -4.4149 -2.0001
H 2.2768 -2.0865 -3.9815
H -0.5923 -0.9355 -4.4303
H -0.0469 5.5059 -1.2389
H 3.2146 4.3256 -4.6861
C -0.5657 -2.0651 5.9498
C 0.4782 -2.9619 5.3359
C -0.2482 -3.5131 4.1283
O -1.1768 -2.5052 3.7054
C -1.2581 -1.5025 4.7278
H -0.1520 -1.2901 6.6000
H -1.2716 -2.6649 6.5365
H 1.3382 -2.3631 5.0134
H 0.8388 -3.7429 6.0101
H -0.8221 -4.4098 4.3848
H 0.4306 -3.7566 3.3059
H -0.7460 -0.6072 4.3589
H -2.3057 -1.2525 4.9167
C 2.5362 8.1824 0.1776
C 2.5592 8.9830 1.4540
C 2.1664 7.9472 2.4848
O 2.6424 6.6819 2.0057
C 3.0496 6.8360 0.6390
H 3.1387 8.6163 -0.6243
H 1.5046 8.0860 -0.1814
H 3.5777 9.3382 1.6506
H 1.8916 9.8482 1.4427
H 1.0780 7.8787 2.5847
H 2.5950 8.1527 3.4700
H 4.1440 6.7980 0.6104
H 2.6559 6.0092 0.0415
C -9.7294 -3.9006 -3.5288
C -9.9769 -2.6655 -2.7017
C -8.6909 -2.5495 -1.9129
O -7.6494 -3.0989 -2.7317
C -8.2529 -3.7840 -3.8379
H -10.3495 -3.9598 -4.4268
H -9.9150 -4.7959 -2.9235
H -10.0915 -1.7958 -3.3594
H -10.8631 -2.7324 -2.0656
H -8.7361 -3.1378 -0.9902
H -8.4492 -1.5143 -1.6551
H -8.0823 -3.1817 -4.7369
H -7.7742 -4.7577 -3.9741
C -13.6424 -4.8450 0.9711
C -13.9922 -3.4699 1.4786
C -13.0088 -2.5964 0.7305
O -12.7505 -3.2411 -0.5244
C -13.2904 -4.5690 -0.4743
H -14.4501 -5.5729 1.0816
H -12.7626 -5.2246 1.5042
H -15.0172 -3.2155 1.1838
H -13.9134 -3.3682 2.5639
H -12.0578 -2.5182 1.2679
H -13.3938 -1.5879 0.5539
H -14.1817 -4.5913 -1.1107
H -12.5600 -5.2793 -0.8715
C 5.1391 2.7514 1.3291
C 5.1621 3.5520 2.6056
C 4.7693 2.5162 3.6363
O 5.2453 1.2509 3.1572
C 5.6525 1.4050 1.7906
H 5.7416 3.1854 0.5272
H 4.1075 2.6550 0.9701
H 6.1806 3.9072 2.8021
H 4.4945 4.4173 2.5942
H 3.6809 2.4477 3.7363
H 5.1979 2.7217 4.6215
H 6.7469 1.3670 1.7619
H 5.2588 0.5782 1.1930
C 10.2134 4.8384 4.3814
C 9.7296 6.2232 4.0364
C 8.7599 5.9481 2.9079
O 8.2035 4.6476 3.1452
C 8.9656 4.0073 4.1779
H 10.6214 4.7544 5.3919
H 10.9890 4.5285 3.6710
H 9.1952 6.6531 4.8917
H 10.5303 6.9109 3.7527
H 9.2729 5.9207 1.9407
H 7.9563 6.6884 2.8558
H 8.3500 3.9878 5.0838
H 9.1899 2.9776 3.8861
```

=====

Entry 2:
Computed, not measured: C5H12O in the gas phase, with ωB97M-V/def2-TZVPD.

## Properties
Orbital gap: 11.01 eV
SMILES string: CCC(C)(C)O
Calculated total energy: -272.93011 a.u.

XYZ file:
```
18
C5H12O (ωB97M-V/def2-TZVPD)
C -1.5495 -0.9569 -1.1035
C -0.8421 -0.5643 0.1961
C 0.3031 0.4717 0.1132
C 0.3802 1.2957 1.4010
C 1.6655 -0.3752 -0.0546
O 0.1368 1.4185 -0.9319
H -2.1986 -0.1863 -1.5439
H -2.1841 -1.8337 -0.9282
H -0.8080 -1.2453 -1.8574
H -0.2116 -1.3914 0.4894
H -1.5679 -0.3881 1.0045
H 0.4991 0.6233 2.2565
H -0.5088 1.9205 1.5786
H 1.2452 1.9610 1.3346
H 1.9093 -1.0604 0.7848
H 2.5186 0.3006 -0.1368
H 1.7069 -1.0375 -0.9404
H -0.2899 0.9787 -1.6807
```

=====

Entry 3:
Computed, not measured: 9 unconnected molecules or ions with the total composition C31H67N5O14S3, with ωB97M-V/def2-TZVPD.

## Properties
Orbital gap: 9.70 eV
SMILES string: O=S1(=O)CCCC1.O=S1(=O)CCCC1.O=S1(=O)CCCC1.CCOC(=O)OC.CNC(C)=O.CNC(C)=O.CNC(C)=O.CNC(C)=O.CNC(C)=O
Calculated total energy: -3743.13445 a.u.

XYZ file:
```
120
C31H67N5O14S3 (ωB97M-V/def2-TZVPD)
C -3.1252 -3.2760 0.3374
C -2.7998 -4.4601 1.2106
O -3.2960 -4.5471 2.3189
N -1.9383 -5.3953 0.7239
C -1.5630 -6.5394 1.5351
H -3.9820 -3.4889 -0.2948
H -2.2671 -2.9785 -0.2814
H -3.2786 -2.4171 0.9859
H -1.2851 -5.0340 0.0475
H -1.1396 -6.2045 2.4854
H -0.8969 -7.2327 1.0333
H -2.4849 -7.0740 1.7673
C 1.1376 -3.4323 1.8618
C 2.2497 -4.4153 1.6520
O 2.5182 -4.8483 0.5340
N 2.9886 -4.7329 2.7408
C 4.1486 -5.5975 2.6345
H 0.4592 -3.3594 1.0155
H 1.6221 -2.4513 1.7097
H 0.7049 -3.4343 2.8575
H 2.7256 -4.3196 3.6162
H 4.6349 -5.5946 3.6062
H 4.8600 -5.1425 1.9431
H 3.8441 -6.5730 2.2708
C 1.1727 1.7972 -2.8903
C 0.1401 2.8376 -2.4705
O 0.2348 3.4241 -1.4063
N -0.9217 2.9855 -3.3032
C -1.9031 4.0324 -3.1470
H 0.7911 0.8931 -2.4105
H 2.0478 2.0280 -2.2979
H 1.2650 1.7663 -3.9683
H -1.0932 2.2419 -3.9568
H -2.8107 3.6542 -2.6656
H -2.2003 4.4391 -4.1157
H -1.4995 4.8546 -2.5657
C -4.8180 -2.2665 -4.4795
C -4.9717 -1.1011 -5.4248
O -5.9316 -1.0155 -6.1707
N -4.0731 -0.0774 -5.3405
C -3.0533 0.0594 -4.3322
H -5.5044 -3.0375 -4.8170
H -5.0613 -1.9924 -3.4558
H -3.8064 -2.6722 -4.5551
H -4.2240 0.6646 -6.0033
H -3.3051 0.8272 -3.6005
H -2.0652 0.3044 -4.7485
H -2.8435 -0.9008 -3.8787
C 3.3475 1.6768 0.4034
C 4.4392 2.2552 -0.4861
O 5.5855 1.8359 -0.5108
N 4.0287 3.3040 -1.2383
C 4.8551 3.9309 -2.2322
H 3.4753 2.1155 1.3927
H 3.5015 0.6041 0.5078
H 2.3824 1.8514 -0.0676
H 3.1141 3.7059 -1.1144
H 5.4681 3.2443 -2.8006
H 5.5412 4.6202 -1.7101
H 4.2690 4.6497 -2.8005
C -1.1225 -0.0292 2.3714
C -0.4269 0.3766 1.1032
O -0.0917 -0.7934 0.3300
C -0.6563 -0.9211 -0.8685
O -1.5750 -0.2784 -1.3139
O -0.0568 -1.9249 -1.4927
C -0.5810 -2.2849 -2.7884
H -0.4384 -0.6570 2.9395
H -2.0770 -0.5432 2.2450
H -1.3950 0.8847 2.9027
H 0.5280 0.8694 1.2963
H -0.9971 1.0873 0.5053
H -0.2729 -1.5519 -3.5242
H -1.6489 -2.4855 -2.7229
H -0.1004 -3.2579 -2.8835
C 4.6874 -3.8234 -2.0308
C 5.5458 -2.5506 -1.9065
C 4.9433 -1.4800 -2.8497
S 3.2254 -1.9448 -3.1073
O 2.9964 -2.4011 -4.4580
O 2.3522 -0.9411 -2.5507
C 3.2505 -3.3647 -2.0328
H 4.9108 -4.5432 -1.2467
H 4.9227 -4.2990 -2.9889
H 6.5532 -2.8035 -2.2264
H 5.5000 -2.1521 -0.8946
H 5.4734 -1.4367 -3.7986
H 4.9909 -0.4997 -2.3794
H 2.4803 -4.0805 -2.2995
H 3.0051 -2.9622 -1.0468
C 2.4212 4.8086 3.7066
C 2.2721 4.9240 5.2332
C 0.8031 4.6695 5.5916
S 0.1829 3.5279 4.3544
O -0.9254 4.1748 3.6905
O 0.0444 2.1983 4.8783
C 1.6297 3.5878 3.2915
H 3.4640 4.7503 3.3945
H 2.0433 5.7184 3.2262
H 2.6316 5.8743 5.6208
H 2.9016 4.1491 5.6804
H 0.2099 5.5747 5.6460
H 0.7867 4.1352 6.5419
H 1.3417 3.4531 2.2533
H 2.2216 2.7312 3.6325
C -4.4653 3.4524 1.3681
C -5.8692 3.7057 1.9658
C -6.3143 2.4320 2.6328
S -4.8461 1.7396 3.4116
O -4.7640 0.3207 3.2001
O -4.7169 2.2670 4.7435
C -3.6790 2.6104 2.3409
H -4.0049 4.4372 1.2731
H -4.5422 3.0286 0.3682
H -6.5549 4.0162 1.1823
H -5.8013 4.4489 2.7632
H -6.5350 1.6152 1.9273
H -7.1952 2.4257 3.2698
H -3.0628 1.8225 1.9107
H -3.0127 3.2012 2.9682
```

=====

Entry 4:
Computed, not measured: C2H2S5 in the gas phase, with ωB97M-V/def2-TZVPD.

## Properties
Orbital gap: 7.42 eV
SMILES string: SC1=C(S)SSS1
Calculated total energy: -2068.28262 a.u.

XYZ file:
```
9
C2H2S5 (ωB97M-V/def2-TZVPD)
C -0.0548 0.8443 -0.1121
C -0.9301 0.0022 0.3380
S -0.4811 2.8059 0.5907
S -2.2772 0.5138 1.5742
S -2.4060 2.4913 1.1061
S 1.2618 0.6630 -1.2228
S -0.6298 -1.6898 -0.0362
H 1.2766 1.9681 -1.5004
H -1.8286 -2.1820 -0.0890
```

=====

Entry 5:
Computed, not measured: C21H29N3O4S in the gas phase, with ωB97M-V/def2-TZVPD.

## Properties
Orbital gap: 8.33 eV
SMILES string: COc1cccc(NS(=O)(=O)c2c(C(=O)N3CCCCCC3)c(C)n(C)c2C)c1
Calculated total energy: -1681.04338 a.u.

XYZ file:
```
58
C21H29N3O4S (ωB97M-V/def2-TZVPD)
C -6.4882 -0.7306 1.6114
H -7.4473 -0.7794 2.1257
O -6.5999 0.3381 0.7019
C -5.5162 0.6494 -0.0641
C -4.3087 -0.0333 -0.0212
C -3.2558 0.3697 -0.8359
C -3.4113 1.4501 -1.6969
C -4.6243 2.1151 -1.7434
C -5.6741 1.7274 -0.9366
H -6.6215 2.2415 -0.9585
H -4.7476 2.9528 -2.4138
H -2.5837 1.7587 -2.3174
N -2.0520 -0.3438 -0.8183
S -1.4035 -0.8710 0.6372
O -1.0499 0.2491 1.4684
O -2.2610 -1.8662 1.2179
C 0.0800 -1.6132 0.0546
C 0.4529 -2.9337 -0.0283
N 1.6960 -2.9699 -0.5890
C 2.1182 -1.6930 -0.8710
C 1.1382 -0.8234 -0.4637
C 0.9913 0.6463 -0.6375
O 0.3558 1.0759 -1.5970
N 1.5367 1.4380 0.2942
C 2.1426 0.9367 1.5035
H 1.8694 1.6246 2.3066
C 3.6716 0.8183 1.4202
C 4.3256 1.8852 0.5389
C 3.7942 3.3047 0.7594
C 2.6025 3.6305 -0.1419
H 2.3822 4.6980 -0.0809
C 1.3275 2.8683 0.2187
H 0.5671 3.0452 -0.5454
H 0.9398 3.2120 1.1823
H 2.8708 3.4059 -1.1766
H 3.5236 3.4460 1.8068
H 4.5907 4.0161 0.5294
H 5.4004 1.8639 0.7327
H 4.1830 1.6231 -0.5113
H 4.0694 0.8881 2.4342
H 3.9414 -0.1631 1.0279
H 1.7052 -0.0336 1.7474
C 3.4120 -1.4251 -1.5524
H 3.5091 -0.3586 -1.7304
H 3.4538 -1.9389 -2.5130
H 4.2597 -1.7616 -0.9541
C 2.4599 -4.1511 -0.8812
H 1.9584 -5.0219 -0.4677
H 2.5646 -4.2840 -1.9606
H 3.4568 -4.0761 -0.4431
C -0.3079 -4.1351 0.3964
H -1.2546 -3.8003 0.8113
H 0.2317 -4.6968 1.1593
H -0.5041 -4.7949 -0.4487
H -1.3272 0.1251 -1.3596
H -4.1499 -0.8689 0.6369
H -5.6907 -0.5575 2.3403
H -6.3026 -1.6783 1.0963
```

=====

Entry 6:
Computed, not measured: a molecular structure, C25H37BHgN10, with ωB97M-V/def2-TZVPD.

## Properties
Orbital gap (alpha / beta): 6.76 / 4.59 eV
Multiplicity: 2
Charge: -1
Calculated total energy: -1700.61948 a.u.

XYZ file:
```
74
C25H37BHgN10 (ωB97M-V/def2-TZVPD)
Hg -0.6970 0.2462 -0.1449
C 0.3296 -1.6672 -3.0372
N 1.1964 -1.6319 -1.8862
C 2.4764 -0.9982 -2.1002
C 1.2568 -2.7805 -1.0611
C 1.1179 -4.0695 -1.5530
C 1.1859 -5.1670 -0.7115
C 1.3322 -4.9730 0.6575
C 1.4391 -3.7048 1.1712
C 1.4600 -2.5642 0.3342
N 1.6070 -1.3137 0.7963
C 2.2176 -1.0797 1.9840
C 3.4075 -1.7747 2.2898
C 4.0735 -1.6049 3.4793
C 3.6095 -0.6824 4.4030
C 2.4986 0.0804 4.0869
C 1.8029 -0.0861 2.9005
N 0.6160 0.6809 2.6402
C -0.4814 0.2478 3.4878
C 0.8369 2.1164 2.7034
H 0.7046 -2.3194 -3.8578
H 0.2855 -0.6386 -3.4213
H -0.9146 -2.4792 -1.6340
H 3.1305 -1.5985 -2.7515
H 2.9576 -0.8795 -1.1332
H 2.3322 -0.0199 -2.5608
H 0.9566 -4.2265 -2.6116
H 1.1050 -6.1644 -1.1203
H 1.3647 -5.8268 1.3221
H 1.5107 -3.5532 2.2393
H 3.7818 -2.4786 1.5586
H 4.9478 -2.2087 3.6904
H 4.1029 -0.5697 5.3577
H 2.1511 0.8177 4.7991
H -0.3023 0.4446 4.5571
H -0.6255 -0.8228 3.3523
H -1.3952 0.7581 3.1860
H 1.0783 2.4809 3.7149
H -0.0654 2.6272 2.3626
H 1.6584 2.3772 2.0378
B -4.7578 1.2068 0.9949
N -4.1822 -0.2061 1.2589
C -4.7651 -1.0636 2.1034
C -4.1238 -2.2847 2.0100
C -3.1375 -2.0667 1.0520
N -3.1933 -0.8135 0.6175
N -3.7327 2.1821 0.3776
C -3.6220 3.4758 0.7072
C -2.8295 4.1069 -0.2342
C -2.4936 3.0875 -1.1221
N -3.0524 1.9437 -0.7378
H -5.1212 1.6564 2.0499
H -5.6668 1.1029 0.2116
H -5.6014 -0.7654 2.7051
H -4.3320 -3.1836 2.5573
H -2.4108 -2.7516 0.6558
H -4.1195 3.8858 1.5653
H -2.5339 5.1371 -0.2546
H -1.8977 3.1213 -2.0186
C -3.9179 -2.0655 -4.6648
N -2.5409 -1.8256 -4.3012
C -1.8282 -1.1093 -5.3500
C -2.1984 -2.2418 -3.0908
N -0.9824 -2.1355 -2.5848
H -3.9718 -2.6559 -5.5854
H -4.4424 -1.1194 -4.8214
H -4.3955 -2.6007 -3.8499
H -1.6426 -1.7621 -6.2105
H -0.8870 -0.7072 -4.9987
H -2.4459 -0.2757 -5.6906
N 3.0012 1.8126 0.0364
H 3.0822 2.0814 -0.9369
H 2.0890 1.3731 0.1406
H 3.6850 1.0863 0.2109
```

=====

What did the fourth record say?
Computed, not measured: C2H2S5 in the gas phase, with ωB97M-V/def2-TZVPD.

## Properties
Orbital gap: 7.42 eV
SMILES string: SC1=C(S)SSS1
Calculated total energy: -2068.28262 a.u.

XYZ file:
```
9
C2H2S5 (ωB97M-V/def2-TZVPD)
C -0.0548 0.8443 -0.1121
C -0.9301 0.0022 0.3380
S -0.4811 2.8059 0.5907
S -2.2772 0.5138 1.5742
S -2.4060 2.4913 1.1061
S 1.2618 0.6630 -1.2228
S -0.6298 -1.6898 -0.0362
H 1.2766 1.9681 -1.5004
H -1.8286 -2.1820 -0.0890
```

=====

> Look up the calculated total energy of the fourth one.

-2068.28262 a.u.

=====

> The lowest calculated total energy belongs to which entry?

C31H67N5O14S3